1.
Below is a molecular structure, C13H25ClNO8S2, with properties calculated with the ωB97M-V functional and the def2-TZVPD basis.

Geometry as XYZ:
```
50
Properties=species:S:1:pos:R:3:forces:R:3:mulliken_charge:R:1
C 2.66696 5.31750 -1.18738 0.163 -0.296 0.024 -1.18
C 1.81540 4.45325 -0.29803 0.159 -0.341 -0.111 0.89
O 1.95559 4.32987 0.88825 -0.229 0.269 0.103 -0.58
O 0.85832 3.83095 -1.01384 -0.286 0.742 -0.108 -0.26
C -0.30847 3.43750 -0.29149 -0.041 -0.529 0.307 -0.48
C -1.24358 2.68260 -1.22228 0.173 0.184 -0.082 -0.83
C -0.54987 1.67154 -2.13361 -0.271 -0.150 0.110 -0.86
C 0.02274 0.46097 -1.38155 0.000 0.302 -0.087 -0.44
S 1.81413 0.35165 -1.51119 -0.005 -0.054 -0.313 0.96
O 2.37832 1.23145 -0.50791 -0.004 0.038 -0.009 -0.55
O 2.10137 0.67527 -2.89358 0.078 0.021 0.046 -0.73
N 2.03853 -1.20124 -1.25219 -0.183 0.113 0.377 -0.49
S 3.10925 -1.81199 -0.25387 0.251 -0.257 -0.070 1.33
O 3.13007 -3.23739 -0.51746 0.082 -0.007 0.006 -0.76
O 4.38082 -1.13020 -0.23761 -0.038 0.150 -0.038 -0.71
C 2.45796 -1.73671 1.42327 -0.514 -0.188 -0.026 -1.03
C 1.65205 -0.51451 1.83382 0.408 -0.291 0.176 0.76
C 0.86598 -0.77379 3.10380 -0.342 0.147 -0.419 -0.40
Cl 1.84659 -1.34706 4.49030 0.058 0.008 0.096 -0.26
H 3.07350 4.70959 -1.99609 -0.048 0.010 -0.023 0.29
H 3.48000 5.74056 -0.60483 -0.030 0.056 -0.008 0.37
H 2.04794 6.10042 -1.62506 0.031 0.020 -0.001 0.28
H -0.81230 4.32776 0.09701 0.103 0.042 0.022 0.50
H -0.02345 2.82804 0.56710 0.149 -0.065 -0.076 0.22
H -1.97826 2.17692 -0.58816 -0.068 0.021 -0.068 0.32
H -1.78315 3.40257 -1.84486 -0.008 -0.010 -0.004 0.45
H 0.23027 2.15717 -2.71655 0.006 -0.014 -0.003 0.47
H -1.30131 1.31585 -2.84234 0.077 -0.008 -0.076 0.28
H -0.35550 -0.47693 -1.78259 0.023 -0.025 0.015 0.58
H -0.23581 0.52593 -0.32527 0.057 -0.186 -0.006 -0.14
H 1.80969 -2.61737 1.45063 0.020 -0.007 0.122 0.30
H 3.29135 -1.92793 2.09682 0.110 0.040 -0.127 0.45
H 2.29268 0.36137 1.91856 -0.119 0.072 -0.081 0.45
H 0.88919 -0.35035 1.07415 0.086 0.266 0.026 -0.62
H 0.34244 0.12286 3.42555 0.080 0.021 0.096 0.45
H 0.11107 -1.52563 2.88634 0.057 -0.148 0.274 -0.02
O -1.71822 -0.84508 1.21271 -0.163 0.064 0.085 -0.50
C -2.13490 -1.85603 0.71876 0.118 -0.085 -0.018 0.76
O -3.36757 -1.83465 0.15954 0.032 0.052 -0.038 -0.39
C -3.87720 -2.92854 -0.60722 -0.039 -0.067 -0.039 -0.43
C -4.50709 -3.99668 0.26262 0.027 0.040 0.086 -0.98
C -1.34193 -3.14072 0.75022 0.072 0.064 -0.189 -0.58
H -3.10220 -3.33569 -1.25731 0.019 0.004 0.022 0.35
H -4.62925 -2.47756 -1.25332 0.001 0.021 0.016 0.35
H -3.77516 -4.45402 0.92814 0.014 -0.024 -0.034 0.28
H -4.94129 -4.78050 -0.35934 -0.006 0.006 -0.008 0.36
H -5.29468 -3.56166 0.87823 -0.018 -0.006 -0.020 0.29
H -1.52319 -3.63241 1.70695 0.001 -0.002 0.007 0.31
H -0.28733 -2.88124 0.68439 -0.007 0.017 0.029 -0.23
H -1.57047 -3.83567 -0.05226 -0.036 -0.027 0.035 0.40
```
Forces are in eV/Å.

Results
E_HOMO = -5.85 eV
E_tot = -65951.5997 eV
frontier orbital gap = 8.23 eV
net charge = -1
LUMO level = 2.3779 eV

=====

2.
Below is a molecular structure, C17H36N4O5RuS3Sb, with properties calculated with the ωB97M-V functional and the def2-TZVPD basis.

Geometry as XYZ:
```
67
Properties=species:S:1:pos:R:3:forces:R:3:mulliken_charge:R:1
Ru -1.42462 0.07126 -1.44796 -0.051 -0.067 -0.079 1.13
O -1.80381 2.50090 -5.29359 0.000 -0.031 -0.054 -0.45
C -1.44599 1.71681 -4.29676 0.005 -0.037 -0.018 0.51
O -2.22016 1.04766 -3.64327 0.007 0.082 0.075 -0.42
C 0.04916 1.68271 -4.05937 0.006 -0.008 -0.008 -0.63
O 0.31103 1.47806 -2.68977 -0.096 -0.036 0.029 -0.32
C 0.34490 2.67242 -1.90372 0.058 0.003 0.017 -0.77
C 0.51952 2.21010 -0.46391 -0.009 -0.013 -0.058 0.77
O 1.24431 2.83546 0.30245 -0.017 0.025 0.011 -0.60
O -0.10986 1.13223 -0.14682 0.055 -0.062 0.018 -0.15
H -2.76510 2.45115 -5.42935 0.012 -0.013 0.008 0.42
H 0.54180 2.57140 -4.45424 -0.029 0.034 0.038 0.38
H 0.43044 0.80646 -4.58822 0.039 0.036 -0.037 0.37
H -0.59636 3.22829 -1.99361 0.011 0.026 0.000 0.29
H 1.17715 3.31062 -2.19783 0.015 -0.014 -0.003 0.45
N -2.13824 -1.44677 0.36577 0.030 0.011 0.065 -0.41
N -3.43498 -1.21792 0.83141 -0.016 -0.011 -0.002 -0.38
C -4.20060 -0.23132 0.33112 0.021 0.014 0.016 0.89
N -5.41672 -0.10256 0.85234 0.006 0.018 0.021 -0.43
S -3.70869 0.81529 -0.91287 -0.049 -0.061 -0.036 -0.49
H -2.05702 -2.38594 -0.01372 -0.015 0.004 -0.008 0.35
H -1.47828 -1.32427 1.12975 0.010 -0.014 -0.014 0.15
H -3.79984 -1.82990 1.54729 0.008 0.008 0.009 0.24
H -5.75731 -0.67920 1.60520 -0.003 -0.001 -0.002 0.20
H -6.01361 0.63448 0.51474 -0.003 -0.006 -0.007 0.22
C 4.55282 0.57371 3.84472 -0.017 0.003 -0.012 -1.18
C 4.12616 1.34187 2.59775 0.051 0.017 0.019 0.30
C 4.23081 2.85529 2.76262 -0.024 -0.010 0.030 -1.40
Sb 2.12518 0.86329 1.91739 -0.012 -0.075 0.007 0.36
C 1.88168 -1.28137 1.67414 -0.021 0.028 0.065 1.37
C 1.96237 -2.04766 2.99134 0.019 0.006 -0.013 -1.23
C 2.87085 -1.79161 0.63329 0.022 -0.001 0.022 -1.47
C 0.64725 1.49496 3.34984 0.016 0.025 0.024 0.21
C 1.15090 1.42342 4.78921 -0.022 -0.015 -0.012 -1.41
C -0.64984 0.71451 3.15003 0.006 0.018 -0.014 -0.98
H 5.59251 0.82789 4.06579 -0.002 0.003 0.012 0.48
H 4.50487 -0.50647 3.71256 0.017 0.006 -0.007 0.25
H 3.95859 0.84384 4.71681 -0.001 -0.010 0.000 0.21
H 4.74299 1.02545 1.75388 -0.042 0.004 -0.037 0.35
H 3.65947 3.20230 3.62572 -0.008 0.004 -0.010 0.28
H 3.88240 3.39775 1.88324 0.022 0.002 -0.010 0.39
H 5.27430 3.12609 2.93387 -0.003 0.007 0.009 0.46
H 0.86773 -1.34963 1.26687 -0.003 0.025 0.008 -0.80
H 2.97207 -2.03236 3.40062 -0.008 -0.004 0.001 0.26
H 1.70378 -3.09606 2.81822 0.002 0.001 0.011 0.43
H 1.28596 -1.65833 3.75273 -0.004 -0.012 0.002 0.26
H 3.90216 -1.66819 0.97051 0.001 -0.003 -0.003 0.32
H 2.76360 -1.27821 -0.32352 0.002 -0.003 -0.005 0.37
H 2.71405 -2.85950 0.46386 0.006 0.003 -0.007 0.44
H 0.47674 2.53645 3.07136 0.025 0.000 -0.023 0.53
H 1.41471 0.40545 5.08258 -0.001 0.004 0.006 0.29
H 0.36003 1.76296 5.46240 0.006 0.000 0.004 0.48
H 2.01618 2.06338 4.95619 0.000 -0.002 0.000 0.30
H -0.53663 -0.33002 3.45381 0.002 -0.008 -0.028 0.18
H -0.98817 0.76534 2.11296 -0.011 0.000 0.010 -0.04
H -1.43064 1.14904 3.77865 0.006 -0.012 0.012 0.51
S -0.58670 -2.01231 -2.67726 0.029 0.138 -0.003 -0.42
C -1.76820 -2.40672 -3.82069 -0.049 -0.019 -0.029 0.32
N -1.49966 -2.92832 -5.00068 -0.010 -0.082 0.047 -0.19
C -2.62357 -3.11962 -5.91986 0.003 0.008 -0.010 -0.56
C -3.85482 -3.24532 -5.03117 0.008 -0.004 0.014 -0.59
S -3.47133 -2.23634 -3.55844 0.000 0.058 -0.042 -0.04
H -0.54021 -3.07441 -5.28146 -0.001 0.016 -0.015 0.25
H -2.46843 -4.01089 -6.52354 0.002 -0.004 0.005 0.35
H -2.69597 -2.25221 -6.57914 0.003 -0.006 -0.013 0.27
H -4.02316 -4.27044 -4.70805 -0.003 -0.002 -0.002 0.33
H -4.74996 -2.86445 -5.51419 -0.001 0.007 0.006 0.42
```
Forces are in eV/Å.

Results
E_HOMO (spin up / spin down) = -12.63 / -13.69 eV
E_tot = -76021.7519 eV
frontier orbital gap (spin up / spin down) = 7.90 / 7.53 eV
net charge = +2
multiplicity = 6
LUMO level (spin up / spin down) = -4.7223 / -6.1679 eV

=====

3.
Below is a molecular structure, C8H24O8, with properties calculated with the ωB97M-V functional and the def2-TZVPD basis.

Geometry as XYZ:
```
40
Properties=species:S:1:pos:R:3:forces:R:3:mulliken_charge:R:1
C 3.70945 -1.16535 -0.70473 2.104 -1.946 -0.689 -0.29
C 2.73046 -2.05367 -1.59289 -1.837 2.125 0.572 -0.42
O 1.36929 -1.76033 -1.14961 7.040 -6.769 4.192 -0.69
O 5.14866 -1.30810 -1.10338 -1.581 0.007 0.102 -0.57
H 3.79054 -1.51947 0.32295 -0.670 0.080 0.001 0.24
H 3.51223 -0.09349 -0.72290 -0.480 -0.269 -0.005 0.28
H 2.82030 -3.13551 -1.69110 0.922 0.138 0.513 0.32
H 2.73233 -1.62162 -2.59362 0.669 -0.150 -0.475 0.23
H 0.75682 -1.50104 -1.84188 0.559 -2.775 -0.754 0.59
H 5.28865 -0.76011 -1.87907 0.008 -0.002 -0.130 0.29
C -0.41447 -1.60034 1.74868 -1.399 -1.636 0.798 -0.02
C -1.95259 -1.75584 1.48456 1.114 -1.138 1.114 -0.52
O -2.30773 -1.07312 0.28933 -11.627 -10.578 3.280 -0.45
O -0.01824 -0.57172 2.61613 -0.111 -0.699 0.345 -0.61
H 0.11045 -1.57068 0.79386 -1.857 -2.578 1.917 0.30
H 0.03651 -2.54927 2.03894 -0.557 -0.089 1.170 0.46
H -2.57539 -1.42825 2.31697 0.241 0.340 0.024 0.31
H -2.17895 -2.81118 1.33250 0.151 -0.088 -0.020 0.33
H -3.21573 -0.76471 0.33411 -0.267 0.176 -0.134 0.43
H 0.06713 0.27833 2.17827 -0.254 -0.121 -0.279 0.41
C -1.41282 3.13147 0.20777 0.218 0.844 2.088 -0.20
C -2.27254 2.00524 0.79734 -0.617 0.519 -2.065 0.90
O -3.57912 2.41393 0.72125 -3.488 1.612 1.126 -0.63
O -1.35805 4.07225 1.29871 1.166 0.771 0.671 -0.63
H -1.78340 3.81692 -0.55442 -0.471 -1.230 -1.042 0.26
H -0.37522 2.85953 0.01401 -0.082 -0.090 -0.080 0.13
H -1.99924 1.91983 1.84906 0.069 -0.203 -0.058 0.21
H -2.18370 1.07246 0.24046 -1.057 2.209 1.055 -0.48
H -3.94159 2.34395 -0.16493 0.354 -0.073 0.018 0.37
H -2.24268 4.37405 1.51769 -0.218 -0.204 -0.207 0.32
C 0.32537 0.13656 -0.01378 -0.017 2.253 -0.151 -0.90
C 0.80933 0.35830 -1.38610 1.382 1.561 -0.029 -0.95
O 0.15107 -0.62269 -2.13258 -5.595 5.681 -5.252 -0.56
O -1.06383 0.28932 0.01238 11.590 6.165 -2.467 -0.99
H 0.82569 0.81424 0.67798 0.140 0.453 0.083 0.41
H 0.47869 -0.88945 0.32071 2.600 3.845 -2.672 0.48
H 1.87979 0.17891 -1.48638 -0.493 0.357 -0.065 0.06
H 0.66094 1.35647 -1.79808 -0.662 0.133 0.051 0.48
H -0.75432 -0.34228 -2.28502 -0.324 0.054 -0.155 0.36
H -1.57412 -0.52342 -0.01338 3.338 1.311 -2.393 0.72
```
Forces are in eV/Å.

Results
E_HOMO = -8.25 eV
E_tot = -25051.2983 eV
frontier orbital gap = 8.30 eV
net charge = 0
LUMO level = 0.0540 eV

=====

4.
Below is a single C2H5N3O2 molecule, with properties calculated with the ωB97M-V functional and the def2-TZVPD basis.

Geometry as XYZ:
```
12
Properties=species:S:1:pos:R:3:forces:R:3:mulliken_charge:R:1
C 0.01607 -0.20423 -0.40265 0.173 3.024 -0.288 -0.40
C -0.17548 0.64157 0.87452 -2.061 1.226 -0.544 -0.42
N -0.64038 -1.40573 -0.14319 -0.869 0.975 0.094 -0.14
N -0.07255 -0.38019 1.91358 0.461 -0.897 0.956 0.29
N -0.81137 -1.63333 1.16390 -0.192 0.341 1.519 0.49
O -0.26444 -0.14004 3.12722 -0.201 -0.408 -1.744 -0.55
O -1.00684 -2.73988 1.63250 0.273 0.623 -0.275 -0.61
H -0.37254 0.32208 -1.34446 0.676 -0.825 1.356 0.28
H 1.11556 -0.26985 -0.39169 -0.113 -0.600 -0.734 0.27
H 0.72676 1.27326 0.89241 -0.806 0.181 0.637 0.29
H -1.21772 1.23216 0.96147 2.402 -1.114 -0.184 0.27
H -0.52346 -2.09285 -0.80939 0.257 -2.524 -0.794 0.22
```
Forces are in eV/Å.

Results
E_HOMO (spin up / spin down) = -8.57 / -7.68 eV
E_tot = -10713.6916 eV
frontier orbital gap (spin up / spin down) = 8.91 / 7.51 eV
net charge = 0
LUMO level (spin up / spin down) = 0.3418 / -0.1696 eV

=====

Q: Which formula does entry 4 have?
A: C2H5N3O2